{"formula": "C53H109Cl14N3O15", "method": "ωB97M-V with the def2-TZVPD basis set", "elements": ["Cl", "C", "C", "Cl", "H", "H", "H", "H", "Cl", "C", "C", "Cl", "H", "H", "H", "H", "Cl", "C", "C", "Cl", "H", "H", "H", "H", "Cl", "C", "C", "Cl", "H", "H", "H", "H", "Cl", "C", "C", "Cl", "H", "H", "H", "H", "Cl", "C", "C", "Cl", "H", "H", "H", "H", "Cl", "C", "C", "Cl", "H", "H", "H", "H", "C", "N", "O", "O", "H", "H", "H", "C", "N", "O", "O", "H", "H", "H", "C", "N", "O", "O", "H", "H", "H", "C", "C", "C", "O", "C", "H", "H", "H", "H", "H", "H", "H", "H", "C", "C", "C", "O", "C", "H", "H", "H", "H", "H", "H", "H", "H", "C", "C", "C", "O", "C", "H", "H", "H", "H", "H", "H", "H", "H", "C", "C", "C", "O", "C", "H", "H", "H", "H", "H", "H", "H", "H", "C", "C", "C", "O", "C", "H", "H", "H", "H", "H", "H", "H", "H", "C", "C", "C", "O", "C", "H", "H", "H", "H", "H", "H", "H", "H", "C", "C", "C", "O", "C", "H", "H", "H", "H", "H", "H", "H", "H", "C", "C", "C", "O", "C", "H", "H", "H", "H", "H", "H", "H", "H", "C", "C", "C", "O", "C", "H", "H", "H", "H", "H", "H", "H", "H"], "xyz": [[8.75662, -2.79105, 31.32375], [8.99163, -1.44803, 30.27517], [9.92337, -1.71742, 29.06714], [9.11180, -2.99549, 27.99858], [9.42995, -0.68505, 30.91849], [8.03158, -1.14602, 29.85660], [10.90837, -2.04909, 29.39559], [10.00776, -0.80660, 28.47437], [5.64460, 1.83758, 20.01920], [4.61375, 0.90152, 21.11131], [3.89259, 1.85982, 22.06097], [2.85144, 0.91987, 23.12096], [5.24851, 0.27101, 21.73392], [3.95686, 0.26728, 20.51605], [3.23153, 2.60589, 21.61999], [4.70220, 2.21938, 22.69607], [12.48880, 1.08552, 20.67596], [11.77594, 1.80270, 19.19612], [10.47857, 2.54511, 19.41826], [10.63205, 4.01954, 20.44530], [11.51225, 0.98331, 18.52742], [12.59999, 2.33245, 18.71819], [9.72957, 1.89524, 19.87077], [10.06338, 2.91016, 18.47887], [16.05779, 2.43892, 26.95935], [14.55886, 2.61594, 26.16880], [14.62925, 2.09330, 24.74057], [15.45794, 3.19467, 23.61811], [14.31041, 3.67720, 26.15773], [13.78723, 2.18819, 26.80889], [13.58491, 1.95890, 24.45880], [15.12368, 1.12447, 24.66982], [7.30659, -3.07110, 21.28353], [6.84739, -3.75815, 22.83992], [7.93349, -4.58947, 23.54798], [8.42860, -6.02441, 22.62301], [5.98202, -4.40100, 22.67868], [6.54500, -3.07192, 23.63097], [7.49742, -5.02010, 24.44937], [8.80904, -4.01149, 23.84368], [13.25148, 6.05458, 20.08404], [14.23836, 4.64193, 20.61831], [15.27627, 4.10540, 19.66694], [16.75317, 5.17976, 19.70228], [13.52588, 3.82571, 20.73773], [14.56246, 4.90733, 21.62460], [14.89913, 4.00761, 18.64895], [15.61898, 3.13258, 20.01947], [6.78427, 3.79710, 23.53056], [6.01696, 4.33865, 24.96681], [6.96739, 4.19718, 26.13810], [6.17256, 4.84206, 27.68260], [5.15474, 3.68406, 25.09402], [5.65769, 5.36731, 24.93696], [7.89962, 4.70528, 25.89135], [7.25516, 3.16260, 26.32501], [13.86722, -1.85683, 26.15018], [12.72347, -1.90975, 27.08035], [12.29778, -3.06094, 27.30875], [12.22389, -0.86796, 27.46623], [13.56960, -1.43271, 25.19119], [14.21724, -2.88868, 26.12086], [14.70863, -1.34206, 26.61403], [6.26020, -4.52718, 28.93694], [5.13939, -4.13218, 29.83935], [4.09699, -3.77185, 29.29674], [5.37446, -4.09316, 31.03371], [5.94625, -5.24858, 28.18255], [7.05496, -4.96921, 29.53782], [6.61911, -3.61621, 28.45795], [7.09990, -1.60202, 17.98675], [8.40762, -0.82417, 18.03280], [9.00418, -0.59516, 19.06276], [8.84692, -0.51662, 16.93709], [6.29432, -0.88391, 18.13992], [7.05286, -2.34467, 18.78322], [6.75197, -2.01076, 17.03807], [5.25538, -0.65965, 25.72577], [5.46114, -1.62510, 26.83576], [4.94821, -0.84678, 28.09728], [4.86099, 0.49297, 27.63026], [5.43797, 0.71900, 26.38898], [4.25355, -0.69403, 25.29769], [5.93577, -0.76543, 24.88079], [6.54512, -1.73930, 26.84167], [4.95576, -2.58474, 26.72716], [5.74747, -0.77471, 28.83491], [3.98481, -1.23190, 28.43145], [6.47185, 1.05033, 26.48602], [4.91054, 1.54034, 25.90389], [10.89932, 4.49815, 26.18913], [11.37528, 4.84315, 24.75917], [10.51128, 6.03743, 24.36123], [9.75191, 6.34383, 25.52460], [10.38946, 5.82604, 26.71855], [11.66880, 4.10176, 26.85161], [10.07562, 3.79696, 26.05509], [11.19350, 3.92086, 24.20740], [12.42218, 5.14543, 24.73200], [9.92678, 5.96551, 23.44402], [11.14255, 6.90100, 24.15186], [9.69337, 5.62707, 27.53339], [11.21562, 6.42805, 27.09689], [9.97492, 3.12867, 29.47431], [8.69465, 3.01777, 30.16703], [7.89153, 2.10065, 29.24319], [8.81666, 1.39216, 28.40256], [10.14300, 1.79091, 28.74181], [10.80421, 3.37213, 30.13847], [9.96401, 3.88142, 28.68604], [8.08696, 3.92121, 30.11592], [8.77686, 2.66810, 31.19613], [7.23613, 2.69487, 28.60644], [7.31356, 1.42077, 29.86914], [10.87409, 1.75369, 27.93420], [10.51225, 1.00954, 29.40605], [9.35886, -7.60899, 28.88077], [10.37988, -6.70095, 28.28112], [9.84073, -6.40298, 26.91505], [8.44111, -6.38013, 27.12586], [8.11873, -7.52966, 27.91932], [9.10377, -7.33756, 29.90514], [9.85300, -8.57515, 28.98312], [11.31559, -7.25970, 28.29948], [10.60738, -5.88750, 28.97006], [10.09459, -7.07333, 26.09390], [10.17584, -5.46307, 26.47644], [8.01806, -8.46390, 27.36692], [7.23333, -7.24265, 28.48659], [15.90059, -1.40492, 21.36785], [16.41599, -2.65526, 22.02142], [16.60129, -2.17428, 23.47669], [15.53939, -1.25186, 23.64835], [14.88596, -0.86138, 22.37855], [15.50562, -1.50681, 20.35705], [16.71986, -0.68781, 21.31629], [17.33775, -2.88804, 21.48823], [15.76966, -3.53261, 21.99675], [17.40626, -1.43978, 23.50173], [16.78820, -2.97238, 24.19516], [14.83937, 0.21648, 22.22311], [13.96141, -1.42680, 22.26198], [14.04182, -5.93187, 22.97158], [13.07640, -7.02274, 22.57246], [12.04720, -7.13023, 23.71316], [12.49000, -6.10131, 24.60454], [13.20308, -5.11854, 23.94380], [14.36696, -5.44359, 22.05291], [14.85118, -6.43080, 23.50458], [13.45863, -8.01128, 22.31791], [12.51724, -6.66203, 21.70913], [12.08434, -8.10440, 24.20073], [11.00842, -7.03084, 23.39829], [13.71060, -4.52050, 24.70069], [12.54808, -4.36542, 23.50575], [10.39292, 0.08956, 24.45203], [9.71489, 0.88482, 23.32041], [8.62862, 0.01672, 22.82381], [8.06950, -0.66636, 23.93417], [9.14398, -0.72862, 24.96480], [10.92062, 0.75812, 25.13223], [11.13564, -0.56938, 24.00231], [10.38559, 1.26969, 22.55220], [9.22483, 1.80396, 23.64156], [9.05451, -0.66392, 22.08661], [7.84065, 0.56576, 22.30831], [9.39692, -1.78039, 25.09864], [8.74597, -0.29989, 25.88450], [14.67569, -0.94782, 30.17895], [14.68629, 0.55602, 30.38415], [13.27786, 0.93475, 30.53125], [12.65207, -0.23957, 31.01490], [13.59708, -1.33739, 31.20311], [15.66609, -1.39584, 30.25948], [14.34163, -1.24128, 29.18377], [15.22116, 1.10042, 29.60592], [15.25662, 0.81033, 31.27754], [12.80924, 1.15953, 29.57315], [13.12836, 1.77605, 31.20797], [13.25859, -2.34196, 30.94945], [13.92205, -1.44617, 32.23784], [12.12153, -3.92775, 19.56366], [10.92011, -4.26415, 20.35070], [10.79060, -3.07517, 21.29312], [12.16451, -2.90491, 21.59482], [13.00225, -3.15960, 20.53802], [11.85091, -3.16561, 18.83291], [12.54764, -4.84519, 19.15767], [11.17336, -5.16902, 20.90312], [10.01912, -4.57698, 19.82304], [10.25302, -3.34599, 22.20183], [10.41047, -2.16553, 20.82820], [13.83168, -3.81293, 20.80878], [13.25148, -2.16017, 20.18149]], "mulliken_charge": [-0.18, 0.45, -0.04, 0.22, 0.29, -0.43, 0.14, -0.58, -0.20, -0.09, 0.20, -0.20, -0.15, 0.39, 0.40, -0.32, 0.03, -0.75, -0.34, -0.11, 0.34, 0.32, -0.01, 0.50, -0.22, 0.53, 0.43, -0.21, 0.23, -0.48, -0.23, 0.03, -0.01, -0.04, -0.04, -0.23, 0.57, -0.41, 0.52, -0.40, -0.20, 0.27, -0.21, -0.22, -0.37, 0.25, 0.37, 0.12, -0.12, -0.66, 0.94, -0.22, 0.27, 0.46, -0.14, -0.42, -1.15, 0.91, -0.51, -0.25, 0.22, 0.37, 0.28, 0.07, 0.99, -0.57, -0.57, 0.25, 0.29, -0.47, -0.61, 0.89, -0.36, -0.54, 0.23, 0.15, 0.34, -0.03, 0.31, -0.32, -0.54, 1.08, 0.44, -0.40, -0.44, 0.63, 0.01, 0.31, -0.92, -0.07, 0.74, -0.05, -0.53, -0.51, -0.85, 0.39, -0.57, -0.11, 0.19, 0.24, 0.34, 0.38, 0.38, 0.85, -0.85, -0.15, 0.50, -0.33, 0.49, -1.01, 0.41, 0.24, -0.29, 0.30, -0.24, -0.16, -0.56, -0.28, 0.00, -0.25, -0.57, 0.24, 0.35, 0.29, 0.11, 0.05, 0.12, 0.27, 0.28, -1.14, 0.30, -0.75, -0.29, 1.13, 0.36, 0.47, 0.44, -0.51, 0.32, 0.36, 0.05, -0.61, -0.30, -0.71, -0.21, -0.46, 1.12, 0.12, 0.42, 0.43, 0.02, 0.44, -0.06, -0.38, -0.48, 0.65, 0.42, 0.55, -0.23, 0.73, 0.28, -0.37, -0.20, -0.22, -0.82, 0.14, -0.24, -0.74, 0.24, -0.50, 0.58, -0.40, -0.55, 0.48, -0.54, 0.17, 0.31, -0.63, 0.31, 0.31, 0.32, -0.95, 0.21, 1.17, 0.02, 0.07, 0.27, 0.38, -0.36, 0.40, -0.68, -0.72, 0.07, 0.04], "total_energy_ev": -267212.371, "total_charge": 0, "homo_lumo_gap_ev": 8.9, "e_lumo_ev": -0.254}